1.
Density functional theory data (wB97M-V/def2-TZVPD) for a molecular structure, C32H30IrN4O6S in a non-equilibrium geometry.

2S+1 ... 2
Energy ... -2410.40362 a.u.
LUMO energy (alpha / beta) ... -1.699 / -2.344 eV
Orbital gap (alpha / beta) ... 0.2406 / 0.2286 hartree
HOMO level (alpha / beta) ... -8.25 / -8.57 eV
Relative energy (zero: lowest compared OMol25 entry of this formula, charge and spin) ... 20.0 kcal/mol

Each line ends with the Mulliken spin population.
Cartesian coordinates (Å):
Ir (0.174, 0.470, 0.454)  0.6177
C (2.934, -0.399, 3.719)  -0.0008
C (3.137, 0.935, 3.050)  0.0054
C (3.731, 1.957, 3.789)  -0.0071
C (3.935, 3.216, 3.260)  0.0115
C (3.547, 3.475, 1.957)  -0.0058
C (2.945, 2.489, 1.189)  0.0009
C (2.575, 2.801, -0.239)  0.0160
C (2.743, 1.223, 1.744)  0.0046
N (2.077, 0.249, 0.895)  0.0131
C (2.619, -0.995, 0.700)  -0.0042
O (3.701, -1.410, 1.053)  0.0141
C (1.764, -1.784, -0.224)  0.0230
C (2.094, -2.976, -0.835)  -0.0019
C (1.287, -3.428, -1.872)  0.0021
C (0.214, -2.655, -2.304)  -0.0003
C (-0.043, -1.482, -1.628)  0.0353
N (0.695, -1.099, -0.595)  -0.0066
C (-0.969, -0.401, -2.018)  -0.0290
O (-1.756, -0.515, -2.934)  0.0628
N (-0.717, 0.728, -1.262)  0.0914
C (-1.207, 1.962, -1.850)  -0.0035
C (-2.140, 2.806, -1.258)  0.0082
C (-2.691, 2.557, 0.098)  0.0047
C (-2.584, 3.919, -1.965)  -0.0077
C (-2.093, 4.217, -3.222)  0.0094
C (-1.115, 3.412, -3.775)  -0.0077
C (-0.656, 2.287, -3.104)  0.0155
C (0.434, 1.462, -3.737)  -0.0019
H (3.194, -0.324, 4.774)  0.0000
H (3.556, -1.164, 3.259)  0.0005
H (1.902, -0.734, 3.641)  0.0000
H (4.025, 1.747, 4.810)  0.0000
H (4.394, 3.992, 3.859)  0.0001
H (3.713, 4.453, 1.522)  -0.0001
H (2.766, 3.850, -0.459)  0.0007
H (1.520, 2.615, -0.453)  -0.0163
H (3.147, 2.186, -0.939)  0.0020
H (2.987, -3.489, -0.509)  0.0001
H (1.527, -4.353, -2.380)  -0.0005
H (-0.409, -2.917, -3.147)  -0.0001
H (-3.110, 1.553, 0.189)  0.0003
H (-3.461, 3.288, 0.341)  -0.0003
H (-1.893, 2.653, 0.827)  -0.0030
H (-3.335, 4.554, -1.513)  0.0001
H (-2.460, 5.081, -3.761)  0.0002
H (-0.693, 3.654, -4.742)  0.0001
H (0.991, 2.062, -4.454)  0.0004
H (0.017, 0.604, -4.267)  0.0010
H (1.136, 1.085, -2.990)  -0.0018
C (-2.888, -5.369, -2.100)  0.0002
C (-2.462, -4.385, -1.045)  0.0008
C (-1.349, -4.643, -0.247)  0.0002
C (-0.952, -3.758, 0.740)  0.0000
C (-1.690, -2.596, 0.933)  0.0108
C (-2.806, -2.317, 0.157)  -0.0062
C (-3.178, -3.212, -0.834)  0.0042
S (-1.213, -1.536, 2.243)  0.0022
O (-1.898, -1.869, 3.452)  0.0010
O (0.233, -1.568, 2.333)  0.0008
N (-1.613, -0.040, 1.628)  0.1221
C (-1.872, 0.944, 2.639)  0.0012
C (-0.479, 1.635, 2.962)  0.0158
O (-0.184, 1.925, 4.084)  0.0105
O (0.173, 1.837, 1.836)  -0.0089
H (-2.027, -5.769, -2.637)  0.0000
H (-3.562, -4.910, -2.822)  -0.0001
H (-3.408, -6.215, -1.646)  -0.0001
H (-0.778, -5.550, -0.407)  0.0000
H (-0.084, -3.956, 1.354)  0.0002
H (-3.364, -1.404, 0.314)  -0.0016
H (-4.039, -2.992, -1.453)  0.0000
H (-2.262, 0.557, 3.574)  0.0018
H (-2.448, 1.772, 2.248)  0.0025

Atoms 1-6, force components in eV/Å:
-0.365 -0.317 1.296
-0.082 0.103 -0.083
-0.049 -0.157 0.251
0.002 -0.020 -0.036
0.010 -0.032 0.002
-0.064 -0.033 -0.046


2.
Density functional theory data (wB97M-V/def2-TZVPD) for a molecular structure, C2H4O3Rb in a non-equilibrium geometry.

2S+1 ... 2
Energy ... -328.30211 a.u.
LUMO energy (alpha / beta) ... -1.291 / -2.778 eV
Orbital gap (alpha / beta) ... 0.2231 / 0.1678 hartree
HOMO level (alpha / beta) ... -7.36 / -7.34 eV

Each line ends with the Mulliken spin population.
Cartesian coordinates (Å):
Rb (1.267, 0.456, -2.623)  -0.0021
O (-1.551, 0.177, -3.111)  0.9484
H (-1.063, 0.694, -3.781)  -0.0273
C (0.625, -0.145, 1.774)  0.0114
C (-0.492, -0.201, 0.818)  -0.0013
O (-0.332, 0.421, -0.242)  0.0663
O (-1.407, -0.996, 1.109)  0.0044
H (1.553, 0.122, 1.268)  0.0000
H (0.936, -1.096, 2.206)  0.0002
H (0.463, 0.568, 2.583)  -0.0001

Atoms 1-6, force components in eV/Å:
-0.209 -0.171 1.021
0.249 -0.172 -0.093
-0.610 0.224 -0.054
2.451 0.272 1.185
-1.416 -2.985 0.896
0.508 1.669 -2.769


3.
Density functional theory data (wB97M-V/def2-TZVPD) for 3 unconnected molecules or ions with the total composition C5H17N2O3 in a non-equilibrium geometry.

2S+1 ... 1
Total charge ... -1
Energy ... -535.90295 a.u.
LUMO energy ... 3.846 eV
Orbital gap ... 0.3048 hartree
HOMO level ... -4.45 eV
Relative energy (zero: lowest compared OMol25 entry of this formula, charge and spin) ... 35.3 kcal/mol

Each line ends with the Löwdin charge.
Cartesian coordinates (Å):
C (0.156, 1.582, 0.752)  -0.2894
N (-1.072, 0.881, 0.427)  -0.1127
C (-1.949, 1.508, -0.541)  -0.2628
N (-1.032, 1.642, -1.825)  -0.0330
C (0.705, 0.908, 1.969)  -0.1912
C (0.928, -0.670, 1.674)  -0.1907
C (1.872, -1.046, 0.597)  -0.4289
O (1.231, -1.605, -0.470)  -0.3303
H (-0.099, 2.667, 1.074)  0.1347
H (0.859, 1.662, -0.051)  0.0890
H (-0.670, 0.082, -0.017)  0.0540
H (-2.324, 2.499, -0.177)  0.0940
H (-2.817, 0.754, -0.526)  0.1120
H (-0.169, 0.899, -1.783)  0.0902
H (-1.620, 1.238, -2.561)  0.0215
H (1.701, 1.354, 2.219)  0.1030
H (0.177, 1.201, 2.829)  0.0694
H (-0.027, -1.080, 1.480)  0.0703
H (1.213, -1.138, 2.658)  0.1061
H (2.509, -0.175, 0.280)  0.1119
H (2.484, -1.809, 1.118)  0.0909
H (-0.298, -1.745, -2.742)  -0.0073
H (0.741, -1.108, -1.999)  0.0653
O (0.065, -0.859, -2.813)  -0.1869
H (-0.027, -2.485, -0.404)  0.0079
H (-1.576, -2.214, -0.542)  -0.0139
O (-0.959, -2.944, -0.625)  -0.1730

Atoms 1-6, force components in eV/Å:
-1.455 2.595 1.771
-0.243 0.924 0.826
1.916 -1.258 -0.567
-0.527 -1.600 0.729
3.153 -1.412 -1.195
-0.627 2.496 3.729


4.
Density functional theory data (wB97M-V/def2-TZVPD) for 2 unconnected molecules or ions with the total composition C35H40F2NOSi in a non-equilibrium geometry.

2S+1 ... 1
Total charge ... +1
Energy ... -1976.68797 a.u.
LUMO energy ... -5.822 eV
Orbital gap ... 0.1884 hartree
HOMO level ... -10.95 eV

Each line ends with the Löwdin charge.
Cartesian coordinates (Å):
C (-5.170, 5.426, 1.738)  0.0006
C (-4.272, 4.255, 1.624)  -0.1502
C (-3.377, 3.999, 2.660)  -0.1759
F (-3.397, 4.812, 3.766)  0.0804
C (-2.462, 2.977, 2.620)  0.1215
C (-2.322, 2.181, 1.435)  -0.1520
C (-1.167, 1.366, 1.315)  0.1466
C (-0.100, 1.484, 2.298)  -0.2188
C (-0.238, 0.909, 3.593)  0.0378
C (0.693, 1.224, 4.557)  -0.1985
F (0.434, 0.896, 5.863)  0.0702
C (1.841, 1.970, 4.296)  -0.1990
C (2.793, 2.273, 5.382)  -0.0259
C (2.004, 2.477, 3.002)  0.0034
C (0.989, 2.356, 2.070)  -0.0341
C (-3.335, 2.345, 0.428)  0.0421
C (-4.266, 3.369, 0.531)  0.0179
H (-5.650, 5.633, 0.781)  0.0943
H (-5.944, 5.254, 2.493)  0.1163
H (-4.611, 6.326, 2.019)  0.1094
H (-1.755, 2.860, 3.438)  0.1394
H (-1.005, 0.748, 0.431)  0.1240
H (-1.129, 0.334, 3.846)  0.1286
H (3.684, 2.732, 4.954)  0.0868
H (2.390, 2.989, 6.106)  0.1025
H (3.064, 1.369, 5.930)  0.0966
H (2.912, 3.022, 2.738)  0.1313
H (0.972, 2.973, 1.163)  0.1199
H (-3.333, 1.669, -0.433)  0.1316
H (-5.022, 3.512, -0.247)  0.1357
C (2.251, 1.642, -0.886)  -0.1410
Si (2.699, -0.129, -1.200)  0.3768
C (3.453, -0.424, -2.860)  -0.1344
C (3.708, -0.784, 0.208)  -0.1462
O (1.191, -0.798, -1.158)  -0.1725
C (0.443, -1.912, -1.567)  -0.3389
C (-0.302, -1.600, -2.884)  -0.1841
C (-0.396, -0.299, -3.383)  -0.0338
C (-1.066, -0.082, -4.593)  -0.0719
C (-1.649, -1.145, -5.281)  -0.0826
C (-1.610, -2.437, -4.749)  -0.0620
C (-0.972, -2.655, -3.531)  -0.0578
C (1.423, -3.098, -1.736)  -0.1399
C (1.837, -3.499, -3.016)  -0.0412
C (2.766, -4.530, -3.188)  -0.0640
C (3.411, -5.075, -2.081)  -0.0773
C (3.116, -4.576, -0.809)  -0.0686
C (2.101, -3.622, -0.632)  -0.0406
C (-0.654, -2.106, -0.476)  -0.2541
C (-2.069, -1.565, -0.789)  -0.1149
C (-2.743, -1.409, 0.578)  -0.1512
C (-1.636, -1.704, 1.597)  -0.1823
N (-0.419, -1.502, 0.802)  -0.0185
H (3.122, 2.184, -0.494)  0.0447
H (1.897, 2.126, -1.804)  0.0437
H (1.447, 1.701, -0.144)  -0.0116
H (4.269, 0.306, -2.964)  0.0425
H (3.864, -1.436, -2.955)  0.0379
H (2.727, -0.264, -3.668)  0.0420
H (4.375, 0.032, 0.522)  0.0360
H (3.084, -1.072, 1.063)  0.0316
H (4.314, -1.647, -0.091)  0.0363
H (0.018, 0.545, -2.823)  0.1106
H (-1.119, 0.936, -4.980)  0.1045
H (-2.141, -0.973, -6.237)  0.1049
H (-2.064, -3.273, -5.279)  0.1098
H (-0.971, -3.643, -3.062)  0.1340
H (1.440, -2.998, -3.898)  0.1180
H (2.982, -4.876, -4.200)  0.1112
H (4.140, -5.875, -2.210)  0.1079
H (3.680, -4.904, 0.066)  0.1081
H (1.869, -3.242, 0.366)  0.1090
H (-0.765, -3.199, -0.340)  0.1589
H (-1.978, -0.584, -1.280)  0.1075
H (-2.621, -2.249, -1.439)  0.1204
H (-3.101, -0.384, 0.709)  0.0702
H (-3.598, -2.080, 0.682)  0.1161
H (-1.651, -1.052, 2.473)  0.0805
H (-1.760, -2.747, 1.951)  0.1257
H (0.443, -1.766, 1.267)  0.1186

Atoms 1-6, force components in eV/Å:
-0.295 0.373 -0.504
0.120 -0.124 0.087
0.606 -0.095 1.254
-0.080 -0.826 -1.193
0.320 0.724 -0.109
0.012 -0.439 0.564